{"formula": "C34H60N6O5S5", "method": "ωB97M-V with the def2-TZVPD basis set", "gap_ha": 0.2294, "de_lowest_kcal_mol": 558.4, "e_homo_ev": -6.105, "total_charge": 0, "lumo_ha": 0.0051, "symbols": ["C", "S", "O", "C", "H", "H", "H", "H", "H", "H", "C", "S", "O", "C", "H", "H", "H", "H", "H", "H", "C", "S", "O", "C", "H", "H", "H", "H", "H", "H", "C", "S", "O", "C", "H", "H", "H", "H", "H", "H", "C", "S", "O", "C", "H", "H", "H", "H", "H", "H", "N", "C", "C", "C", "C", "H", "H", "H", "H", "H", "N", "C", "C", "C", "C", "H", "H", "H", "H", "H", "N", "C", "C", "C", "C", "H", "H", "H", "H", "H", "N", "C", "C", "C", "C", "H", "H", "H", "H", "H", "N", "C", "C", "C", "C", "H", "H", "H", "H", "H", "N", "C", "C", "C", "C", "H", "H", "H", "H", "H"], "coordinates": [[-20.123, -3.023, -6.335], [-19.602, -1.271, -6.733], [-18.280, -1.039, -5.962], [-18.977, -1.664, -8.490], [-20.763, -3.222, -5.476], [-19.247, -3.662, -6.221], [-20.711, -3.388, -7.178], [-18.305, -0.836, -8.713], [-19.781, -1.553, -9.219], [-18.588, -2.674, -8.618], [-23.830, -2.301, -4.225], [-22.032, -2.514, -4.424], [-21.435, -1.144, -4.705], [-21.610, -2.934, -2.611], [-24.307, -2.404, -5.200], [-24.096, -1.426, -3.633], [-24.156, -3.178, -3.666], [-21.283, -3.968, -2.493], [-22.321, -2.609, -1.851], [-20.650, -2.463, -2.406], [-20.786, -6.190, -2.732], [-19.223, -5.165, -3.026], [-19.577, -3.774, -3.652], [-18.711, -4.853, -1.253], [-20.938, -6.885, -3.558], [-21.659, -5.550, -2.609], [-20.714, -6.745, -1.797], [-19.277, -4.165, -0.625], [-17.757, -4.377, -1.479], [-18.517, -5.809, -0.767], [-19.427, -1.510, -3.633], [-18.302, -0.092, -3.577], [-17.131, -0.621, -4.512], [-19.264, 1.186, -4.548], [-20.390, -1.075, -3.364], [-19.168, -2.260, -2.887], [-19.463, -1.965, -4.623], [-18.924, 2.212, -4.406], [-20.280, 0.962, -4.225], [-19.248, 0.884, -5.595], [-26.003, -1.656, -3.577], [-25.245, -1.921, -1.845], [-23.945, -1.095, -1.764], [-26.625, -1.244, -0.875], [-25.670, -2.185, -4.470], [-26.184, -0.624, -3.875], [-26.986, -2.119, -3.487], [-27.413, -1.786, -1.397], [-26.846, -0.188, -1.027], [-26.622, -1.518, 0.180], [-24.039, -6.370, -3.262], [-23.197, -5.245, -3.244], [-23.604, -4.393, -2.175], [-24.692, -5.049, -1.572], [-24.952, -6.242, -2.267], [-24.038, -7.098, -3.962], [-22.364, -5.123, -3.921], [-23.096, -3.543, -1.746], [-25.245, -4.776, -0.686], [-25.620, -7.077, -2.118], [-23.892, -1.065, -8.645], [-23.309, -0.812, -7.414], [-22.482, -1.900, -7.179], [-22.613, -2.803, -8.216], [-23.308, -2.176, -9.207], [-24.545, -0.450, -9.108], [-23.549, 0.058, -6.820], [-21.853, -2.145, -6.335], [-22.138, -3.772, -8.252], [-23.599, -2.467, -10.205], [-21.574, 2.579, -1.788], [-22.882, 2.121, -1.760], [-23.042, 1.032, -2.442], [-21.790, 0.639, -2.879], [-20.833, 1.507, -2.396], [-21.181, 3.422, -1.395], [-23.613, 2.790, -1.330], [-23.933, 0.461, -2.654], [-21.597, -0.190, -3.543], [-19.794, 1.584, -2.681], [-24.930, -3.282, -7.856], [-25.867, -3.731, -8.806], [-26.359, -4.880, -8.172], [-25.681, -5.157, -7.006], [-24.780, -4.202, -6.815], [-24.457, -2.397, -7.973], [-26.146, -3.224, -9.718], [-27.257, -5.420, -8.431], [-25.979, -5.997, -6.396], [-24.213, -4.012, -5.915], [-21.133, -3.102, 1.837], [-20.984, -4.204, 1.044], [-21.728, -4.047, -0.089], [-22.345, -2.789, -0.032], [-21.910, -2.223, 1.120], [-20.635, -2.994, 2.708], [-20.435, -5.049, 1.433], [-21.680, -4.717, -0.934], [-23.030, -2.424, -0.783], [-22.155, -1.249, 1.517], [-22.534, 2.268, -4.491], [-22.945, 1.086, -5.101], [-24.006, 1.482, -5.984], [-24.086, 2.865, -5.941], [-23.193, 3.382, -5.030], [-22.099, 2.252, -3.580], [-22.536, 0.136, -4.790], [-24.648, 0.891, -6.620], [-24.757, 3.538, -6.454], [-23.154, 4.366, -4.586]], "lowdin_charge": [-0.2974, 0.9703, -0.6342, -0.2000, -0.0672, 0.0818, 0.0229, 0.0397, 0.0239, 0.0466, -0.3053, 1.0333, -0.6738, -0.2220, 0.0323, 0.0068, 0.0236, 0.0050, -0.0136, 0.0544, -0.2432, 1.0017, -0.6660, -0.2180, 0.0616, -0.0462, 0.0661, 0.0316, 0.0448, 0.0544, -0.3244, 0.9737, -0.5903, -0.2431, 0.0066, 0.0504, 0.0053, 0.0691, -0.0094, 0.0225, -0.2093, 0.9868, -0.5665, -0.2214, 0.0345, 0.0855, 0.0570, 0.0362, 0.0632, 0.0589, 0.0492, -0.1779, -0.2302, -0.0870, -0.1128, 0.1515, 0.0980, -0.0107, 0.0965, 0.1061, 0.0183, -0.0471, -0.1711, -0.1241, -0.1508, 0.1682, 0.0237, -0.0243, 0.1239, 0.1272, 0.0520, -0.1504, -0.1552, -0.1777, -0.0889, 0.1436, 0.1191, 0.1000, 0.0222, 0.0517, -0.0228, -0.0587, -0.1396, -0.1479, -0.1266, 0.0214, 0.1016, 0.0851, 0.0936, 0.0842, 0.0362, -0.1403, -0.1130, -0.1193, -0.0854, 0.1523, 0.1171, 0.0765, 0.0356, 0.1179, 0.0075, -0.0666, -0.1277, -0.1306, -0.0824, 0.0534, 0.0655, 0.0810, 0.0881, 0.1019]}